# H26O13

A structure of composition H26O13 (ωB97M-V/def2-TZVPD, OMol25).

Each line ends with the Löwdin charge.
Element x y z (Å)
H 1.10 0.46 -0.15  0.053
H -0.41 0.64 -0.28  0.042
H -0.55 -1.50 1.36  0.053
H -0.73 -2.64 0.37  0.020
H 1.55 2.19 -0.19  0.035
H 2.59 1.92 -1.26  0.046
H 1.62 -2.47 1.17  -0.001
H 1.87 -3.88 1.67  0.055
H 2.53 -3.89 0.00  0.039
H 3.68 -3.17 -0.69  0.037
H 1.78 4.00 1.90  0.040
H 0.39 3.94 2.51  0.031
H -1.32 5.18 -2.37  0.029
H -0.78 3.79 -2.70  0.017
H -2.64 1.36 2.13  0.014
H -2.16 2.67 2.73  0.040
H 3.39 0.07 1.53  0.063
H 3.81 0.19 0.08  0.054
H -0.03 -1.35 -2.16  0.059
H -1.46 -1.56 -2.63  0.058
H -2.34 -2.68 -1.72  0.046
H -1.48 -3.94 -1.76  0.067
H -4.07 -0.46 1.04  0.018
H -3.61 -1.34 2.19  0.036
H -1.10 1.87 -1.11  0.022
H -2.48 1.43 -1.58  0.044
O 0.43 1.01 -0.58  -0.173
O -0.11 -2.29 1.02  -0.040
O 1.65 2.13 -1.14  -0.093
O 2.31 -3.03 1.53  -0.138
O 3.44 -3.59 0.14  -0.104
O 0.87 3.77 1.69  -0.046
O -0.57 4.59 -2.20  -0.060
O -1.93 1.74 2.66  -0.051
O 3.04 0.02 0.63  -0.026
O -0.72 -2.02 -2.23  -0.085
O -1.83 -3.27 -1.16  -0.100
O -4.19 -1.34 1.42  -0.048
O -1.55 1.45 -1.85  -0.052

## Properties
LUMO = -0.34 eV
Frontier orbital gap = 7.3669 eV
ΔE to the lowest compared entry with this formula, charge and spin = 1012.9 kJ/mol
Largest force on an atom = 9.45 eV/Å
E = -993.387429 Eh